The following is a quantum chemistry calculation of 2 unconnected molecules or ions with the total composition C5H6O2, from the OMol25 dataset.

- Strongest force on any atom: 3.37 eV Å⁻¹
- ΔE to the lowest compared entry with this formula, charge and spin: 389.3 kJ/mol
- Calculated total energy: -9373.0608 eV

```
! RIJCOSX wB97M-V def2-TZVPD def2/J DEFGRID3
* xyz 0 1
C -0.909 -2.023 0.635
C -1.014 -0.878 0.278
C -1.076 0.567 0.138
C -1.535 1.045 -1.001
O -0.671 1.326 1.176
H -1.082 -3.036 0.876
H -1.919 0.598 -1.939
H -1.693 2.038 -1.105
H 0.062 0.819 1.475
C 2.495 -0.151 -0.108
O 1.846 0.373 0.720
H 2.305 -1.187 -0.439
H 3.191 0.509 -0.706
*
```